(1)
Here is a 15-piece molecular cluster, C45H64O45 overall at a distorted geometry from the OMol25 dataset. Energies are from the ωB97M-V functional and the def2-TZVPD basis.

Computed properties:
**Orbital gap**: 9.447 eV
**LUMO**: -0.0238 hartree
**HOMO energy**: -10.095 eV

Positions of all 154 atoms, in Å:
C 0.1732 0.1860 -0.5517
C 0.5692 -0.0260 0.9132
O -0.6129 -0.6339 1.3865
C -1.3976 -1.0701 0.4123
O -2.4442 -1.6951 0.7062
O -0.9241 -0.7201 -0.7873
H 0.9968 0.0543 -1.2535
H -0.1473 1.2162 -0.7068
H 0.8943 0.8599 1.4588
H 1.3867 -0.7463 0.8826
C 3.6637 2.6640 1.7022
C 4.6817 3.1282 0.6954
O 3.9059 3.4379 -0.4632
C 2.6827 3.2030 -0.2187
O 1.7402 3.3470 -1.0302
O 2.5094 2.6815 0.9361
H 3.5398 3.4274 2.4703
H 4.0284 1.7668 2.2024
H 5.3581 2.2861 0.5489
H 5.1421 3.9998 1.1606
C -3.7638 -5.5407 3.4338
C -4.5844 -4.8320 2.3223
O -4.3622 -3.5270 2.6801
C -3.4476 -3.3459 3.5614
O -3.0383 -2.2325 3.9327
O -2.9726 -4.5242 4.0293
H -3.0891 -6.2964 3.0317
H -4.5266 -6.0170 4.0497
H -5.6687 -4.9426 2.3378
H -4.0615 -5.0416 1.3891
C -0.7623 -4.4319 1.2361
C -0.2132 -4.3628 -0.2070
O 0.9236 -5.1524 -0.2200
C 1.0516 -5.7614 0.8977
O 1.7836 -6.7055 1.1171
O 0.1355 -5.3392 1.7657
H -1.7561 -4.8778 1.1946
H -0.8327 -3.4646 1.7334
H 0.0398 -3.3033 -0.2468
H -0.9795 -4.7610 -0.8722
C -1.2975 5.9707 1.7425
C -0.5853 5.9854 0.4445
O -1.7247 6.0003 -0.4474
C -2.8328 6.4418 0.1741
O -3.8546 6.7530 -0.4551
O -2.6970 6.3478 1.5058
H -0.7700 6.6186 2.4425
H -1.4255 4.9874 2.1951
H -0.0801 5.0355 0.2696
H -0.0157 6.9067 0.3228
C -3.8848 -3.0019 -2.2788
C -5.2450 -3.6642 -2.3139
O -5.9763 -2.4611 -2.2237
C -5.3811 -1.5121 -2.9312
O -6.0546 -0.5042 -3.2556
O -4.1284 -1.9280 -3.1712
H -3.0954 -3.7105 -2.5296
H -3.6402 -2.6732 -1.2687
H -5.4813 -4.3081 -1.4667
H -5.4132 -4.2722 -3.2028
C 0.8989 -1.9021 6.0779
C 0.0732 -2.4853 4.9191
O 0.8062 -2.0769 3.6802
C 1.8690 -1.3738 4.0518
O 2.7300 -1.0312 3.1864
O 1.9133 -1.2077 5.4262
H 1.3412 -2.7011 6.6730
H 0.3506 -1.2540 6.7616
H -0.8789 -1.9550 4.9022
H 0.0491 -3.5694 5.0288
C -5.6214 -0.1441 1.9742
C -5.5455 -0.6632 0.5591
O -4.8338 0.3520 -0.1122
C -4.2048 1.1586 0.7339
O -3.4915 2.0760 0.4598
O -4.6266 0.8795 1.9713
H -5.1765 -0.8794 2.6446
H -6.5718 0.2711 2.3094
H -6.5540 -0.7509 0.1550
H -5.0141 -1.6088 0.4521
C -2.1832 2.9100 4.3179
C -1.9789 1.4198 3.9955
O -0.9697 1.1100 4.9099
C -0.2927 2.1992 5.2346
O 0.7720 2.2389 5.8345
O -0.9170 3.2489 4.7462
H -2.8517 3.1553 5.1432
H -2.4257 3.4179 3.3844
H -1.5328 1.2476 3.0160
H -2.8246 0.7658 4.2078
C 2.7039 5.6600 -3.7776
C 1.2272 5.7579 -3.7664
O 0.9780 7.1188 -3.5541
C 1.9963 7.8647 -3.8011
O 1.9789 9.0842 -3.9519
O 3.0330 7.0885 -3.9575
H 3.0696 5.1979 -4.6945
H 3.0945 5.1938 -2.8731
H 0.7734 5.1736 -2.9659
H 0.8011 5.3334 -4.6755
C 5.8557 -0.7691 5.7630
C 6.0507 -0.0120 4.5278
O 6.9948 -0.7040 3.7551
C 7.5184 -1.6894 4.5134
O 8.4020 -2.4174 4.0473
O 6.8518 -1.7584 5.6796
H 4.8202 -1.1059 5.7137
H 6.0471 -0.1646 6.6496
H 6.2120 1.0656 4.5571
H 5.1220 -0.0540 3.9587
C -2.0379 1.1428 -3.1167
C -3.4201 1.7093 -3.4889
O -3.1985 3.0910 -3.4403
C -1.8846 3.3715 -3.7524
O -1.4465 4.5036 -3.9719
O -1.1840 2.2109 -3.5759
H -1.8283 0.2858 -3.7569
H -1.9023 1.0171 -2.0425
H -4.0327 1.3794 -2.6498
H -3.8018 1.2257 -4.3880
C 2.3790 -2.8712 -4.3825
C 1.4498 -2.6067 -3.1468
O 2.2217 -3.1162 -2.1171
C 3.3829 -3.6817 -2.5789
O 4.2254 -4.2033 -1.8356
O 3.5712 -3.3131 -3.8460
H 2.4782 -1.9011 -4.8696
H 1.9006 -3.5436 -5.0946
H 0.5474 -3.2075 -3.2599
H 1.2738 -1.5667 -2.8717
C -2.1831 -2.4362 -6.0043
O -2.0009 -1.0798 -6.1570
C -0.8031 -0.4280 -6.0225
O 0.1813 -0.9987 -5.5436
O -0.9812 0.8419 -6.3807
C 0.1165 1.7256 -6.3115
H -1.4541 -3.0216 -6.5646
H -3.1825 -2.7685 -6.2849
H -2.0133 -2.8239 -4.9998
H -0.1204 2.6876 -6.7661
H 0.9748 1.2521 -6.7881
H 0.4806 1.8725 -5.2947
C 4.2583 0.8542 -2.1990
O 3.8751 0.3267 -1.0128
C 4.7051 -0.6441 -0.5324
O 5.9019 -0.7263 -0.8083
O 4.0530 -1.4029 0.2981
C 4.5389 -2.5359 0.9902
H 4.8895 0.2300 -2.8315
H 4.7382 1.8326 -2.1732
H 3.4800 1.0563 -2.9348
H 5.1423 -2.1179 1.7960
H 5.0990 -3.1465 0.2820
H 3.7335 -3.1052 1.4544

(2)
Here is C31H55O5SSiZn as an isolated structure at a distorted geometry from the OMol25 dataset. Energies are from the ωB97M-V functional and the def2-TZVPD basis.

Computed properties:
**Relative energy (zero: lowest compared OMol25 entry of this formula, charge and spin)**: 0.0000 eV
**Net charge**: -1
**Orbital gap**: 6.607 eV
**LUMO**: 0.0857 hartree
**HOMO energy**: -4.274 eV

Positions of all 94 atoms, in Å:
O 6.2432 -0.1023 -3.0492
C 7.3181 -1.0092 -2.7188
C 8.1552 -0.5520 -3.9052
H 7.0491 -2.0715 -2.7812
H 7.6578 -0.7554 -1.7061
C 6.9329 0.3257 -4.2548
H 8.3520 -1.3023 -4.6685
H 9.0238 0.0267 -3.5861
C 6.1639 -0.0889 -5.4932
H 5.9775 -1.1666 -5.4795
H 6.7380 0.1672 -6.3957
H 5.1999 0.4386 -5.5191
C 7.1858 1.8138 -4.2324
H 7.7044 2.0859 -3.3078
H 6.2318 2.3462 -4.2964
H 7.8095 2.0780 -5.0974
Zn 0.4537 0.1748 0.0144
C 0.1597 2.5524 1.3484
C 0.7575 1.3191 1.7832
C 2.0650 1.2264 1.1452
H 0.4004 0.6619 2.5794
C 2.2686 2.4449 0.4173
C 1.1077 3.2433 0.5398
H 0.9778 4.2560 0.1468
H -0.8352 2.8932 1.6281
H 2.8267 0.4896 1.4101
H 3.2055 2.7488 -0.0599
C -1.0857 0.7518 -1.4448
C -0.5328 1.8633 -2.1629
C 0.4543 1.3793 -3.0501
H -0.8516 2.9002 -2.0430
C 0.5560 -0.0313 -2.8948
C -0.4100 -0.4446 -1.9213
H -0.7704 -1.4707 -1.7837
H -1.9858 0.7519 -0.8377
H 1.0190 1.9638 -3.7770
H 1.2157 -0.7013 -3.4410
O 3.9157 -0.9146 -3.4559
C 3.7669 0.2623 -2.6228
C 4.4471 0.1214 -1.2590
H 2.6904 0.3899 -2.4409
H 4.1244 1.1359 -3.1713
C 4.6226 -1.4004 -1.1386
H 3.8371 0.5468 -0.4591
H 5.4156 0.6231 -1.2713
C 4.3631 -1.9537 -2.5581
H 3.8566 -1.7950 -0.4570
H 5.6139 -1.6810 -0.7599
H 3.5380 -2.6949 -2.5197
H 5.2404 -2.4513 -2.9671
C -3.1125 -3.4783 3.4955
C -4.2045 -2.8404 2.6486
C -4.1763 -3.4190 1.2424
C -5.5625 -3.0972 3.2967
O -4.0168 -1.4065 2.6237
Si -2.9690 -0.4649 1.7312
S -1.2306 -1.3902 1.2706
O -3.7706 -0.0349 0.3425
C -5.1026 0.5055 0.1418
C -5.1079 1.1924 -1.2233
C -6.1346 -0.6126 0.1814
C -5.4674 1.5163 1.2228
O -2.7808 0.9369 2.6063
C -2.7940 1.1162 4.0480
C -2.1700 2.4792 4.3304
C -4.2254 1.0820 4.5697
C -2.0041 0.0163 4.7402
H -3.2908 -4.5609 3.5283
H -3.1407 -3.0949 4.5237
H -2.1228 -3.2966 3.0588
H -4.3824 -4.4941 1.3207
H -4.9530 -2.9680 0.6129
H -3.1901 -3.2839 0.7811
H -5.6061 -2.6727 4.3078
H -6.3806 -2.6772 2.6988
H -5.7300 -4.1780 3.3760
H -6.1030 1.6148 -1.4166
H -4.8754 0.4812 -2.0260
H -4.3812 2.0151 -1.2526
H -6.1721 -1.0602 1.1836
H -7.1233 -0.1848 -0.0337
H -5.9150 -1.3826 -0.5674
H -5.6009 1.0171 2.1938
H -4.7135 2.3114 1.2973
H -6.4313 1.9768 0.9559
H -2.7590 3.2855 3.8755
H -2.1451 2.6583 5.4131
H -1.1425 2.5331 3.9528
H -4.6854 0.1064 4.3654
H -4.2172 1.2339 5.6569
H -4.8265 1.8812 4.1210
H -2.5262 -0.9447 4.6553
H -0.9978 -0.0826 4.3182
H -1.9295 0.2705 5.8064

(3)
Here is an isolated ion of composition CCl2NO2S and charge -1 at a distorted geometry from the OMol25 dataset. Energies are from the ωB97M-V functional and the def2-TZVPD basis.

Computed properties:
**Relative energy (zero: lowest compared OMol25 entry of this formula, charge and spin)**: 0.1955 eV
**Net charge**: -1
**Orbital gap**: 7.766 eV
**LUMO**: 0.1192 hartree
**HOMO energy**: -4.522 eV

Positions of all 7 atoms, in Å:
C 1.4286 0.0173 0.0203
N 0.3570 0.5165 -0.4904
O -1.6566 -0.4884 -1.7399
O -2.2990 0.7817 0.2606
S -1.5276 -0.3274 -0.3013
Cl 3.1185 0.0595 -0.4582
Cl 1.2179 -0.8764 1.5633

- LUMO of number 3 (CCl2NO2S)?
  0.1192 hartree

- What is the formula in the second record?
  C31H55O5SSiZn

- Which value of HOMO energy does entry 3 give?
  -4.522 eV

- The highest LUMO belongs to which entry?
  CCl2NO2S